# 1
Entry from the OMol25 dataset: a structure of composition C21H36Cl2N3O4Sn in a non-equilibrium geometry (wB97M-V/def2-TZVPD).

Results
charge: -1
gap between HOMO and LUMO (spin up / spin down): 3.32 / 3.40 eV
highest occupied orbital energy (spin up / spin down): -1.173 / -1.216 eV

Each line ends with the natural charge from an NBO analysis.
Positions of all 67 atoms, in Å:
O1 1.37850 1.86880 -2.10180  -0.828
C1 0.96179 1.67484 -3.28851  0.192
C2 1.54128 2.49998 -4.30482  -0.072
C3 2.19935 3.67340 -3.88623  -0.258
H1 2.09721 4.00287 -2.85215  0.224
C4 2.99034 4.36445 -4.79774  -0.218
H2 3.54190 5.23897 -4.45713  0.185
C5 3.09313 3.94779 -6.13966  -0.321
H3 3.71629 4.48323 -6.85255  0.185
C6 2.40537 2.78973 -6.54385  -0.232
H4 2.49512 2.45708 -7.57407  0.186
C7 1.63920 2.06385 -5.64705  -0.251
H5 1.10159 1.15824 -5.91260  0.201
H6 0.38162 0.80704 -3.59513  0.200
C8 -1.87283 1.80534 -2.88495  -0.714
C9 -1.22195 0.57750 -2.43391  -0.224
H7 -2.95821 1.88265 -2.65442  0.162
H8 -1.78243 1.87520 -3.98555  0.221
H9 -1.38518 2.71673 -2.49679  0.231
C10 -1.62642 -0.66514 -2.18107  -0.334
C11 -3.07060 -1.06626 -1.98504  -0.659
H10 -0.92053 -1.48945 -2.02907  0.199
H11 -3.65455 -0.91860 -2.91325  0.192
H12 -3.56680 -0.49529 -1.18307  0.179
H13 -3.17754 -2.12280 -1.73456  0.185
Sn1 0.61964 0.76110 -0.57208  1.636
Cl1 -0.02148 2.96762 0.20158  -0.680
Cl2 1.53762 -1.00390 -2.04228  -0.684
C12 -1.51895 0.69732 1.70703  0.555
O2 -0.43117 0.21197 1.26191  -0.690
N1 -2.01020 0.27765 2.86108  -0.408
C13 -1.51645 -0.93874 3.50967  -0.427
C14 -3.04610 1.02333 3.55707  -0.403
H14 -2.07736 1.47788 1.17144  0.185
H15 -0.74397 -1.39940 2.89675  0.275
H16 -2.35434 -1.63431 3.65688  0.193
H17 -1.12506 -0.67847 4.50244  0.185
H18 -3.28568 1.91892 2.98019  0.222
H19 -2.69047 1.31572 4.55319  0.194
H20 -3.95246 0.42078 3.68880  0.192
H21 0.00166 -5.48230 1.05203  0.176
H22 2.63812 -5.75965 -0.07162  0.175
C15 -0.10134 -4.77132 0.22356  -0.418
C16 2.14514 -5.10324 -0.80043  -0.399
N2 1.18441 -4.21679 -0.16295  -0.439
H23 -0.76484 -3.94776 0.52680  0.247
C17 1.49228 -2.94058 0.12430  0.547
O3 0.78053 -2.14034 0.75852  -0.663
H24 2.90831 -4.49714 -1.29863  0.224
H25 2.46089 -2.63352 -0.30744  0.145
H26 -0.53109 -5.30609 -0.62769  0.192
H27 1.63578 -5.72911 -1.53368  0.197
C18 4.47365 0.20352 3.41606  -0.406
N3 3.84492 0.12322 2.09774  -0.403
C19 4.55384 -0.63134 1.07715  -0.407
C20 2.81155 0.86997 1.70800  0.698
C21 2.11136 1.75168 2.68356  -0.733
O4 2.48625 0.77150 0.46616  -0.701
H28 5.32779 0.90264 3.38177  0.192
H29 4.84305 -0.79939 3.66036  0.204
H30 3.76354 0.53038 4.17826  0.215
H31 3.97890 -1.50703 0.74574  0.222
H32 4.79040 -0.01157 0.20138  0.237
H33 5.47522 -0.97379 1.54531  0.183
H34 2.84793 2.33012 3.27216  0.216
H35 1.46245 2.45180 2.14622  0.296
H36 1.49381 1.13168 3.36388  0.229

***

# 2
Entry from the OMol25 dataset: a structure of composition C22H32N5O2SSiTi (wB97M-V/def2-TZVPD).

Results
energy relative to the best compared isomer or geometry (same formula, charge and spin): 10.6 kJ/mol
multiplicity: 3
charge: -1
gap between HOMO and LUMO (spin up / spin down): 5.15 / 7.05 eV
highest occupied orbital energy (spin up / spin down): -2.434 / -4.338 eV

Each line ends with the Löwdin spin population.
Positions of all 64 atoms, in Å:
Ti1 -0.14626 1.47295 0.87092  1.681
N1 -2.19313 5.15987 -0.72055  -0.001
C1 -1.26556 4.22205 -0.28223  0.002
S1 -1.34785 3.78251 1.40274  0.006
N2 -0.41320 3.81775 -1.16862  0.007
N3 0.50973 2.91322 -0.64633  0.006
C2 1.71557 3.08138 -1.03287  0.039
C3 2.85901 2.35571 -0.49940  0.003
C4 4.04447 2.36696 -1.24104  0.005
C5 5.20665 1.78413 -0.78031  -0.001
C6 5.18998 1.19462 0.48811  0.006
C7 4.04844 1.19541 1.25389  -0.002
C8 2.83229 1.76312 0.79428  0.010
O1 1.78209 1.75297 1.55818  0.025
H1 -3.04637 5.14663 -0.18671  0.000
H2 -2.31988 5.16154 -1.72156  0.000
H3 1.91048 3.86334 -1.76976  0.002
H4 4.03634 2.84901 -2.21400  0.000
H5 6.10558 1.79085 -1.38276  0.000
H6 6.09077 0.73015 0.87568  0.000
H7 4.02821 0.73290 2.23388  0.000
C9 -0.24444 3.24350 4.92134  0.001
C10 0.61981 2.14831 4.29455  0.008
C11 -0.17370 1.17123 3.54853  0.028
N4 -0.83236 0.36163 3.05484  0.057
H8 0.39062 3.92074 5.49279  0.000
H9 -0.99053 2.81893 5.59337  0.000
H10 -0.75095 3.81834 4.14865  0.000
H11 1.15307 1.58478 5.06528  0.002
H12 1.35879 2.55088 3.60181  0.002
C12 1.58236 -2.88309 -3.27367  0.002
Si1 1.68534 -2.92989 -1.39613  0.012
C13 3.48320 -3.17268 -0.90636  0.001
C14 0.71988 -4.44318 -0.81674  0.002
C15 1.03249 -1.42051 -0.66867  0.039
C16 0.61596 -0.39966 -0.12015  0.011
H13 1.98489 -3.79305 -3.72677  0.000
H14 2.14431 -2.02935 -3.65797  0.000
H15 0.54501 -2.76765 -3.59669  0.000
H16 3.90768 -4.07406 -1.35751  0.000
H17 3.57362 -3.25407 0.17889  0.000
H18 4.07882 -2.31348 -1.22171  0.000
H19 1.12666 -5.36301 -1.24545  0.000
H20 -0.32882 -4.36986 -1.11435  0.000
H21 0.76165 -4.52866 0.27183  0.000
O2 -2.17513 0.83445 0.21723  0.014
C17 -2.76465 -0.24971 0.15336  0.017
C18 -4.23298 -0.27453 -0.19920  0.001
C19 -4.49757 -0.84922 -1.59569  0.001
C20 -4.48623 -2.37523 -1.65491  0.000
C21 -3.16035 -3.02411 -1.26598  0.000
C22 -2.72521 -2.72438 0.16846  0.001
N5 -2.14156 -1.41437 0.35233  0.010
H22 -4.56865 0.75899 -0.14074  0.000
H23 -4.78502 -0.84850 0.55253  0.000
H24 -3.75809 -0.44125 -2.29126  0.000
H25 -5.47333 -0.49618 -1.93752  0.000
H26 -4.75934 -2.69430 -2.66447  0.000
H27 -5.26925 -2.75683 -0.98788  0.000
H28 -2.36406 -2.69900 -1.94191  0.000
H29 -3.25529 -4.10833 -1.37991  0.000
H30 -1.95967 -3.43949 0.47067  0.000
H31 -3.57262 -2.86538 0.84864  0.000
H32 -1.12171 -1.34587 0.39500  0.001

***

# 3
Entry from the OMol25 dataset: a cluster of 5 separate species, C20H41N5O7S in total in a non-equilibrium geometry (wB97M-V/def2-TZVPD).

Results
gap between HOMO and LUMO: 8.74 eV
structure (SMILES): O=C(O)CCC[C@@H]1C[C@@H](S)C(=O)N1.CNC(C)=O.CNC(C)=O.CNC(C)=O.CNC(C)=O
highest occupied orbital energy: -8.941 eV

Each line ends with the Löwdin charge.
Positions of all 74 atoms, in Å:
O1 -0.97034 -3.55745 -0.83586  0.051
C1 -0.03917 -2.83858 -1.21757  -0.391
O2 0.94846 -3.27713 -2.15799  0.046
C2 0.09937 -1.34254 -0.70911  -0.112
C3 -0.43561 -1.08949 0.77994  -0.172
C4 0.18261 0.30068 1.32609  -0.136
C5 -0.03238 1.52981 0.33451  -0.327
C6 1.02298 1.83741 -0.82147  -0.164
C7 0.24891 3.06407 -1.56898  -0.529
S1 -0.76124 2.60029 -3.06292  0.713
C8 -0.49077 3.72887 -0.30836  -0.357
O3 -1.13348 4.78345 -0.41220  0.062
N1 -0.23981 2.90351 0.91820  0.063
H1 1.27482 -2.45094 -2.58790  0.114
H2 1.19177 -0.98380 -0.72831  0.124
H3 -0.46813 -0.61860 -1.40030  0.119
H4 -0.20982 -1.96421 1.48713  0.126
H5 -1.58276 -1.04085 0.70671  0.127
H6 1.25607 0.16882 1.69436  0.125
H7 -0.43144 0.54146 2.27005  0.125
H8 -1.02355 1.27958 -0.16904  0.141
H9 2.12062 1.98716 -0.56675  0.115
H10 1.07303 1.06924 -1.67932  0.086
H11 1.13386 3.69547 -1.93244  0.105
H12 -1.53971 1.48830 -2.77627  -0.131
H13 0.72304 3.24041 1.13085  0.137
C9 -5.43884 -4.88364 2.39610  -0.015
C10 -4.15635 -4.10230 2.50029  -0.555
O4 -3.94592 -3.31699 3.41505  0.023
N2 -3.21521 -4.29063 1.53595  0.015
C11 -3.27131 -5.16415 0.38400  -0.082
H14 -6.08704 -4.62680 3.23390  0.083
H15 -5.95718 -4.63303 1.46830  0.083
H16 -5.23047 -5.95475 2.43579  0.084
H17 -2.38412 -3.73309 1.67341  0.121
H18 -2.43676 -5.86556 0.44518  0.072
H19 -3.15788 -4.55320 -0.51251  0.069
H20 -4.20615 -5.71800 0.32930  0.076
C12 0.61723 -5.60880 0.41512  -0.015
C13 1.89059 -5.90432 1.16058  -0.542
O5 2.13325 -5.41249 2.25456  0.027
N3 2.78784 -6.74860 0.58050  0.000
C14 2.68757 -7.42548 -0.69466  -0.080
H21 0.00577 -4.92383 1.00072  0.071
H22 0.84471 -5.13783 -0.54061  0.059
H23 0.05133 -6.52974 0.25889  0.091
H24 3.61580 -6.89806 1.13917  0.140
H25 2.74702 -8.50180 -0.51856  0.082
H26 3.53341 -7.11937 -1.31424  0.082
H27 1.75898 -7.19468 -1.21179  0.076
C15 -3.18973 6.28916 4.02605  -0.015
C16 -3.82094 7.34091 3.15339  -0.558
O6 -4.71960 8.06775 3.55738  0.017
N4 -3.36238 7.46977 1.87928  0.003
C17 -2.31696 6.71317 1.21921  -0.096
H28 -3.65903 6.30713 5.00971  0.082
H29 -3.33911 5.29953 3.58956  0.085
H30 -2.12376 6.49207 4.14766  0.083
H31 -3.83316 8.19414 1.35651  0.139
H32 -1.54208 7.41197 0.89576  0.086
H33 -2.74684 6.22872 0.34347  0.069
H34 -1.87721 5.96082 1.86867  0.068
C18 6.31243 2.34697 -2.79248  -0.010
C19 5.00953 2.92491 -2.31008  -0.550
O7 4.65356 2.84006 -1.14114  0.017
N5 4.21788 3.55751 -3.21861  0.004
C20 4.45833 3.76075 -4.63182  -0.074
H35 6.83022 1.87672 -1.95663  0.086
H36 6.12722 1.58827 -3.55556  0.086
H37 6.94926 3.13849 -3.19249  0.087
H38 3.36281 3.91840 -2.82152  0.123
H39 4.45854 4.83460 -4.82969  0.086
H40 3.64235 3.29658 -5.18981  0.084
H41 5.40509 3.33380 -4.95429  0.075

***

# 4
Entry from the OMol25 dataset: a cluster of 2 separate species, CN3O2S in total in a non-equilibrium geometry (wB97M-V/def2-TZVPD).

Results
energy relative to the best compared isomer or geometry (same formula, charge and spin): 163.4 kJ/mol
charge: -1
gap between HOMO and LUMO (spin up / spin down): 5.54 / 5.53 eV
highest occupied orbital energy (spin up / spin down): -3.832 / -3.834 eV

Each line ends with the natural charge from an NBO analysis.
Positions of all 7 atoms, in Å:
C1 2.34438 -0.07057 -0.31379  0.032
N1 2.48530 -1.07462 -0.90872  -0.537
N2 -2.15031 0.19885 -0.08876  0.258
N3 -1.17989 -0.27313 0.42578  0.365
O1 -2.39577 1.19336 -0.75711  -0.394
O2 -0.85531 -1.18053 1.14881  -0.310
S1 1.75161 1.20665 0.49380  -0.413

***

# 5
Entry from the OMol25 dataset: the molecule C4H6O2 in a non-equilibrium geometry (wB97M-V/def2-TZVPD).

Results
energy relative to the best compared isomer or geometry (same formula, charge and spin): 196.0 kJ/mol
gap between HOMO and LUMO: 10.76 eV
structure (SMILES): O=CC1(O)CC1
highest occupied orbital energy: -9.862 eV

Each line ends with the natural charge from an NBO analysis.
Positions of all 12 atoms, in Å:
O1 0.07543 1.50211 -0.74312  -0.691
C1 0.13340 0.31651 -0.00525  0.134
C2 -0.85853 -0.75712 -0.38394  -0.428
C3 -1.05557 0.09307 0.84719  -0.422
C4 1.57666 -0.14446 0.28268  0.395
O2 2.28294 0.01293 -0.68467  -0.526
H1 0.49473 1.36805 -1.60615  0.486
H2 -0.56164 -1.79503 -0.27037  0.217
H3 -1.49381 -0.55627 -1.24607  0.231
H4 -0.88161 -0.34904 1.81976  0.217
H5 -1.81276 0.87105 0.79541  0.239
H6 2.10077 -0.56181 1.19452  0.149

***

# 6
Entry from the OMol25 dataset: a structure of composition C10H12AsMoNO2S4Te in a non-equilibrium geometry (wB97M-V/def2-TZVPD).

Results
energy relative to the best compared isomer or geometry (same formula, charge and spin): 186.6 kJ/mol
charge: +2
gap between HOMO and LUMO: 4.95 eV
highest occupied orbital energy: -14.919 eV

Each line ends with the natural charge from an NBO analysis.
Positions of all 32 atoms, in Å:
Mo1 -0.20212 0.62129 -2.48026  0.675
N1 2.23768 0.94819 -2.99586  -0.814
C1 2.43048 2.39379 -3.16956  -0.359
C2 1.07988 3.05729 -3.50786  0.768
O1 0.92548 4.14609 -3.93716  -0.402
O2 0.10098 2.20049 -3.18006  -0.624
H1 3.00478 0.55819 -2.44256  0.425
H2 2.30578 0.49269 -3.91506  0.417
H3 3.13848 2.65109 -3.96446  0.270
H4 2.78568 2.85409 -2.23746  0.256
S1 -3.84622 -1.23801 -4.56946  -0.119
As1 -2.90222 -1.54441 -2.79256  0.844
S2 -2.28252 0.70109 -1.73526  -0.019
S3 -0.15442 -1.38121 -3.31276  0.023
S4 -3.06602 -2.93911 -1.31006  -0.220
C3 -0.37172 -1.60091 0.70744  -0.563
Te1 0.85888 0.06189 -0.03586  0.836
C4 -0.29602 1.03259 1.57634  -0.529
C5 -0.30692 -0.03561 2.63194  -0.134
C6 -0.26252 0.24659 3.98864  -0.160
C7 -0.28942 -0.80351 4.90104  -0.168
C8 -0.37232 -2.11411 4.46204  -0.161
C9 -0.41882 -2.40501 3.10394  -0.205
C10 -0.36982 -1.36651 2.18954  -0.008
H5 0.05568 -2.56581 0.42434  0.261
H6 -1.37742 -1.49091 0.27014  0.243
H7 -1.29982 1.24139 1.17834  0.243
H8 0.18308 1.95489 1.91374  0.264
H9 -0.20732 1.26579 4.34124  0.236
H10 -0.22842 -0.59111 5.95774  0.247
H11 -0.36932 -2.92461 5.17354  0.246
H12 -0.48342 -3.42651 2.76634  0.232